(1)
This record from OMol25 describes a molecular structure, C36H44DyN2Si. The level of theory is ωB97M-V/def2-TZVPD.

Geometry (Å):
C1 0.7010 -1.7561 2.1329
C2 1.8750 -0.9205 2.2404
C3 1.4517 0.4515 2.4268
H1 2.9142 -1.2322 2.3316
C4 0.0424 0.4087 2.5842
C5 -0.4234 -0.9245 2.4443
H2 -1.4477 -1.2341 2.6545
H3 0.6630 -2.8449 1.9215
H4 2.1013 1.3283 2.5196
H5 -0.5624 1.2182 2.9666
Dy1 0.7243 -0.1669 0.1148
C6 2.7113 0.0410 -0.9714
H6 2.5827 0.7230 -0.0939
H7 1.8834 -0.3793 -1.6029
H8 3.2695 0.5910 -1.7347
Si1 5.0203 -1.6582 -0.9140
C7 4.3885 -1.8605 -2.9002
C8 4.4834 -3.2545 -3.1292
H9 4.4694 -3.9378 -2.2649
C9 4.7714 -3.7883 -4.4151
H10 5.1012 -4.8276 -4.5369
C10 4.6084 -3.0030 -5.5681
H11 4.7519 -3.4770 -6.5672
C11 4.3208 -1.6259 -5.3961
H12 4.1862 -1.0273 -6.3262
C12 4.2178 -1.0621 -4.0699
H13 4.0447 0.0168 -3.9725
C13 6.2083 -0.2984 -0.1681
C14 7.5264 -0.7902 -0.0034
H14 7.9616 -1.4206 -0.7799
C15 8.2448 -0.5696 1.1771
H15 9.1611 -1.1411 1.3574
C16 7.7147 0.3079 2.1251
H16 8.2029 0.4021 3.0821
C17 6.5410 1.0170 1.8550
H17 6.1529 1.7111 2.5989
C18 5.8385 0.7727 0.6702
H18 5.0053 1.4264 0.4511
H19 4.0620 -2.0499 0.2110
H20 6.0625 -2.7357 -0.7986
C19 -2.8512 5.4421 2.2492
C20 -3.3735 4.6980 1.0133
C21 -4.7976 4.2727 1.3097
C22 -3.3669 5.6502 -0.1870
C23 -2.4598 3.5424 0.6738
C24 -1.0821 3.7934 0.6687
C25 -0.2081 2.7563 0.3625
N1 -0.6936 1.5363 -0.0095
C26 -2.0392 1.2414 0.0559
C27 -2.9440 2.2857 0.3110
C28 -2.3869 -0.1936 -0.1143
C29 -3.7073 -0.6679 -0.0275
C30 -3.9628 -2.0421 -0.1499
C31 -2.8826 -2.8880 -0.4835
C32 -1.5890 -2.3866 -0.5988
N2 -1.3452 -1.0710 -0.3196
C33 -5.3283 -2.6694 0.1287
C34 -5.7789 -3.5191 -1.0826
C35 -5.1983 -3.6282 1.3334
C36 -6.4090 -1.6444 0.4528
H21 -3.5506 6.2456 2.5207
H22 -1.8673 5.9020 2.0846
H23 -2.7775 4.7530 3.1031
H24 -5.3700 5.1506 1.6048
H25 -5.2699 3.8532 0.4274
H26 -4.8255 3.5568 2.1289
H27 -2.3609 6.0423 -0.3991
H28 -3.7245 5.1228 -1.0802
H29 -4.0431 6.4852 0.0267
H30 -0.6999 4.7999 0.8669
H31 0.8945 2.8681 0.4079
H32 -4.0172 2.1427 0.2071
H33 -4.4716 0.0844 0.1420
H34 -2.9926 -3.9719 -0.6476
H35 -0.7450 -2.9814 -1.0097
H36 -5.0684 -4.3343 -1.2937
H37 -6.7637 -3.9785 -0.8910
H38 -5.8766 -2.8819 -1.9738
H39 -4.9043 -3.0644 2.2303
H40 -6.1591 -4.1278 1.5443
H41 -4.4471 -4.4115 1.1480
H42 -6.1694 -1.0938 1.3642
H43 -6.5573 -0.9422 -0.3687
H44 -7.3614 -2.1564 0.6187

Its charge is +1. Its multiplicity is 6. As for the HOMO energy (alpha / beta): -10.21 / -10.25 eV.

(2)
This record from OMol25 describes a molecular structure, C3H7O2Tm. The level of theory is ωB97M-V/def2-TZVPD.

Geometry (Å):
C1 -0.5302 1.3323 -0.3129
O1 -1.6011 0.8806 0.5648
C2 -1.8653 -0.4041 0.5729
C3 -1.4189 -1.3259 -0.3287
H1 3.6267 0.8943 0.3568
H2 -0.9551 1.4360 -1.3273
H3 -0.2692 2.3482 0.0069
H4 -2.4372 -0.7042 1.4559
H5 -1.1411 -1.0430 -1.3494
H6 -1.6780 -2.3683 -0.1529
Tm1 1.0810 -0.3913 -0.1940
O2 3.2355 -0.0054 0.3467
H7 3.9528 -0.6490 0.3613

Its charge is +2. Its multiplicity is 3. As for the HOMO energy (alpha / beta): -17.83 / -17.81 eV.

(3)
This record from OMol25 describes a gas-phase ion, C6H13N2O (charge +1). The level of theory is ωB97M-V/def2-TZVPD.

Geometry (Å):
C1 -2.5609 -0.3334 -0.1994
C2 -1.5141 -0.8039 0.8332
C3 0.5292 0.5816 0.3716
C4 -0.0173 1.8578 0.8169
C5 1.9133 0.7280 -0.1717
C6 0.7283 -1.7006 -0.0132
N1 -2.0214 0.4415 -1.2619
N2 -0.0652 -0.5712 0.4563
O1 -3.7241 -0.3359 0.0589
H1 -1.6056 -0.1601 1.7667
H2 -1.9247 -1.7521 1.0920
H3 -1.1017 1.9253 0.5149
H4 0.3759 2.7584 0.3525
H5 -0.0638 2.0281 1.9280
H6 2.5975 0.0743 0.3707
H7 2.2734 1.7273 -0.0577
H8 2.0114 0.5389 -1.2437
H9 0.9290 -1.6996 -1.1273
H10 1.6590 -1.6357 0.5263
H11 0.2018 -2.5244 0.2498
H12 -2.8182 0.8884 -1.7301
H13 -1.4329 -0.0706 -1.8184

Its charge is +1. As for the SMILES: CC(C)=[N+](C)CC(N)=O. As for the HOMO energy: -14.12 eV.

(4)
This record from OMol25 describes C3H3F2N5O2 in the gas phase. The level of theory is ωB97M-V/def2-TZVPD.

Geometry (Å):
C1 0.1409 0.5211 -0.1231
C2 -2.1095 -0.3618 0.1910
C3 1.0155 -0.8852 -0.1909
N1 0.7140 1.6841 -0.1050
N2 -0.2650 2.6041 -0.1065
N3 -1.3817 2.0046 -0.1350
N4 -1.1695 0.7018 -0.0955
N5 2.5352 -0.5831 0.0981
O1 2.8886 -0.6325 1.2178
O2 3.1666 -0.3180 -0.8964
F1 0.5712 -1.5611 0.8945
F2 0.8464 -1.5709 -1.2897
H1 -1.5736 -1.0634 0.7757
H2 -2.9631 0.1299 0.5435
H3 -2.4160 -0.6696 -0.7786

As for the SMILES: Cn1nnnc1C(F)(F)[N+](=O)[O-]. As for the HOMO energy: -11.39 eV.

(5)
This record from OMol25 describes 2 unconnected molecules or ions with the total composition FHN2O2. The level of theory is ωB97M-V/def2-TZVPD.

Geometry (Å):
N1 -1.3001 -0.9517 -0.3698
N2 0.8768 1.5054 0.3088
O1 1.7881 1.2228 0.9620
O2 0.0808 0.9451 -0.3998
F1 -0.9939 -1.9340 0.4846
H1 -0.4518 -0.7875 -0.9859

As for the HOMO energy (alpha / beta): -10.50 / -10.43 eV.

(6)
This record from OMol25 describes 8 unconnected molecules or ions with the total composition C25H44N2O30S7. The level of theory is ωB97M-V/def2-TZVPD.

Geometry (Å):
C1 0.9952 1.8046 -0.5942
C2 -0.2575 1.5835 -1.4015
O1 -1.0854 2.4491 -1.5040
O2 -0.4376 0.3915 -2.0540
C3 -0.6460 -0.7389 -1.1772
C4 0.6450 -1.4265 -0.7141
C5 0.6504 -2.9524 -0.8951
C6 1.2278 -3.4609 -2.2181
C7 2.6947 -3.0788 -2.4942
C8 2.9944 -2.6352 -3.9371
C9 2.8705 -3.7929 -4.8271
N1 2.7325 -4.7408 -5.4619
C10 2.1316 -1.4713 -4.4734
C11 2.6593 -0.1802 -4.0539
N2 3.0731 0.8349 -3.7204
H1 1.6498 2.4875 -1.1294
H2 0.7140 2.2642 0.3492
H3 1.5622 0.9085 -0.3736
H4 -1.2638 -1.4388 -1.7405
H5 -1.2431 -0.4003 -0.3275
H6 0.8316 -1.1833 0.3303
H7 1.4601 -0.9726 -1.2780
H8 1.1685 -3.4115 -0.0523
H9 -0.3837 -3.3059 -0.8395
H10 1.1601 -4.5503 -2.2385
H11 0.5674 -3.1214 -3.0221
H12 3.0613 -2.3098 -1.8127
H13 3.3163 -3.9523 -2.2990
H14 4.0380 -2.3103 -3.9840
H15 2.1368 -1.4751 -5.5655
H16 1.0908 -1.5392 -4.1560
C12 2.9110 5.4022 -3.3464
C13 3.9427 4.3760 -3.7727
O3 5.0130 4.5626 -2.8299
S1 4.4179 4.9565 -1.4040
O4 4.2911 3.7980 -0.5923
O5 5.1056 6.1024 -0.9330
O6 2.9569 5.3592 -1.9109
H17 3.1734 6.4076 -3.6789
H18 1.9035 5.1518 -3.6672
H19 4.3281 4.5468 -4.7736
H20 3.5687 3.3542 -3.6876
C14 -1.6327 3.7745 2.8905
C15 -1.6590 2.8206 1.7136
O7 -0.7286 1.7828 2.0962
S2 -0.7822 1.5592 3.6695
O8 -1.6564 0.4822 3.9835
O9 0.5437 1.5805 4.1731
O10 -1.5475 2.9046 4.0363
H21 -0.7493 4.4144 2.8750
H22 -2.5321 4.3771 2.9766
H23 -1.3249 3.2647 0.7800
H24 -2.6437 2.3720 1.5749
C16 -4.7711 0.7905 6.6421
C17 -4.7113 0.5015 5.1566
O11 -5.6705 1.4246 4.5952
S3 -5.6579 2.7791 5.4228
O12 -4.8332 3.7422 4.7825
O13 -6.9991 3.1082 5.7592
O14 -4.8940 2.2257 6.7031
H25 -5.6437 0.3409 7.1176
H26 -3.8660 0.4989 7.1665
H27 -5.0097 -0.5102 4.8993
H28 -3.7277 0.7168 4.7464
C18 -9.5626 4.9946 4.7086
C19 -8.5744 5.8037 5.5218
O15 -9.1566 7.1191 5.5481
S4 -10.7478 7.0114 5.5826
O16 -11.2167 7.1182 6.9174
O17 -11.2696 7.8458 4.5614
O18 -10.8446 5.4790 5.1436
H29 -9.4592 5.1825 3.6387
H30 -9.4993 3.9298 4.9103
H31 -7.5919 5.8589 5.0638
H32 -8.4855 5.4252 6.5403
C20 -0.6246 -5.1023 -5.1918
C21 -1.2544 -4.1873 -6.2228
O19 -2.6307 -4.1093 -5.8199
S5 -2.7374 -4.1686 -4.2275
O20 -2.8097 -2.8551 -3.6925
O21 -3.6983 -5.1509 -3.8838
O22 -1.2613 -4.7147 -3.9608
H33 -0.8444 -6.1518 -5.3913
H34 0.4447 -4.9510 -5.0920
H35 -1.2078 -4.5832 -7.2328
H36 -0.8223 -3.1844 -6.1953
C22 4.5301 -1.0556 3.7091
C23 4.0323 -0.0230 2.7159
O23 3.4312 -0.8250 1.6821
S6 2.7482 -2.1156 2.3226
O24 1.3645 -1.8696 2.5289
O25 3.1767 -3.2522 1.5890
O26 3.4850 -2.0457 3.7317
H37 5.4554 -1.5282 3.3773
H38 4.6487 -0.6585 4.7129
H39 4.8297 0.5668 2.2738
H40 3.2725 0.6314 3.1472
C24 7.2756 -6.3595 -3.0118
C25 5.8298 -6.0705 -3.3658
O27 5.3436 -5.3485 -2.2226
S7 6.5096 -4.4410 -1.6066
O28 6.3903 -3.1181 -2.1100
O29 6.5850 -4.6927 -0.2159
O30 7.7195 -5.1566 -2.3637
H41 7.3644 -7.1915 -2.3120
H42 7.9012 -6.5344 -3.8824
H43 5.2291 -6.9666 -3.4901
H44 5.7437 -5.4390 -4.2517

As for the SMILES: CC(=O)OCCCCC[C@@H](C#N)CC#N.O=S1(=O)OCCO1.O=S1(=O)OCCO1.O=S1(=O)OCCO1.O=S1(=O)OCCO1.O=S1(=O)OCCO1.O=S1(=O)OCCO1.O=S1(=O)OCCO1. As for the HOMO energy: -10.44 eV.

In order of appearance, largest force on an atom = 2.23 2.05 3.76 4.35 2.72 0.33 eV Å⁻¹.